Entry 1:
ORCA calculation (ωB97M-V/def2-TZVPD) on a molecular structure, C40H64INPPtSb.

```
109
Properties=species:S:1:pos:R:3:lowdin_charge:R:1
Pt -0.029 -0.054 -0.226 0.63
C -1.863 -3.997 3.994 -0.06
C -2.435 -2.592 3.826 -0.38
C -2.875 -2.029 5.184 -0.04
C -1.484 -1.617 3.165 -0.19
C -1.980 -0.501 2.519 0.00
C -1.173 0.515 1.980 -0.18
C -2.006 1.744 1.537 -0.34
C -1.337 3.102 1.357 -0.05
C -2.842 1.384 0.303 -0.07
C 0.254 0.326 2.039 -0.21
C 0.771 -0.799 2.740 -0.13
C -0.101 -1.738 3.262 0.04
C 2.244 -0.952 3.056 -0.37
C 2.751 -2.383 2.884 -0.06
C 2.522 -0.453 4.479 -0.03
C 1.189 1.447 1.564 -0.21
C 1.419 2.411 2.542 -0.04
C 2.162 3.556 2.316 -0.01
C 2.653 3.804 1.049 -0.02
C 2.413 2.894 0.035 -0.09
C 1.731 1.686 0.241 -0.28
P 1.811 0.545 -1.286 1.06
C 1.445 1.365 -2.968 -0.63
C 1.517 2.896 -2.948 -0.08
C 0.000 0.957 -3.295 -0.15
C 2.301 0.827 -4.120 -0.07
C 3.553 -0.138 -1.253 -0.63
C 4.491 0.946 -1.863 -0.05
C 4.010 -0.418 0.174 -0.08
C 3.658 -1.453 -2.033 -0.07
H -2.645 -4.678 4.327 0.09
H -1.079 -4.019 4.754 0.09
H -1.443 -4.399 3.069 0.07
H -3.324 -2.651 3.188 0.13
H -2.012 -1.908 5.842 0.09
H -3.576 -2.709 5.669 0.09
H -3.360 -1.058 5.080 0.08
H -3.055 -0.350 2.500 0.13
H -2.711 1.867 2.365 0.15
H -0.550 3.107 0.604 0.06
H -0.936 3.483 2.294 0.09
H -2.099 3.804 1.017 0.09
H -2.202 1.092 -0.545 0.03
H -3.424 2.240 -0.037 0.09
H -3.527 0.561 0.502 0.07
H 0.313 -2.579 3.804 0.12
H 2.792 -0.316 2.368 0.09
H 2.305 -3.066 3.608 0.08
H 3.830 -2.415 3.043 0.10
H 2.540 -2.773 1.886 0.07
H 1.994 -1.065 5.213 0.09
H 2.206 0.581 4.619 0.07
H 3.589 -0.511 4.700 0.09
H 0.987 2.242 3.520 0.14
H 2.342 4.254 3.123 0.13
H 3.230 4.696 0.843 0.13
H 2.828 3.112 -0.934 0.07
H 0.906 3.329 -2.159 0.06
H 1.111 3.249 -3.898 0.11
H 2.537 3.273 -2.884 0.08
H -0.668 1.130 -2.457 0.01
H -0.041 -0.101 -3.558 0.06
H -0.347 1.542 -4.148 0.11
H 3.341 1.140 -4.101 0.08
H 1.859 1.232 -5.033 0.11
H 2.250 -0.256 -4.207 0.07
H 3.992 1.842 -2.224 0.05
H 5.048 0.529 -2.701 0.10
H 5.209 1.272 -1.111 0.10
H 3.836 0.424 0.838 0.08
H 5.089 -0.588 0.140 0.11
H 3.552 -1.319 0.576 0.07
H 3.413 -1.366 -3.085 0.07
H 3.038 -2.221 -1.576 0.05
H 4.692 -1.799 -1.967 0.11
C 0.202 -5.045 -1.912 -0.16
C 0.670 -3.816 -1.135 -0.39
Sb -0.817 -2.310 -1.081 1.45
C -1.724 -2.342 -3.005 -0.39
C -2.748 -1.239 -3.257 -0.16
C -2.273 -3.227 0.162 -0.37
C -3.685 -2.664 0.075 -0.15
H 0.970 -5.817 -1.887 0.09
H 0.006 -4.813 -2.959 0.07
H -0.703 -5.482 -1.488 0.07
H 1.564 -3.384 -1.575 0.02
H 0.893 -4.053 -0.093 0.06
H -2.195 -3.328 -3.043 0.07
H -0.926 -2.341 -3.749 0.06
H -3.518 -1.206 -2.487 0.06
H -3.250 -1.404 -4.210 0.09
H -2.279 -0.257 -3.302 0.03
H -1.879 -3.180 1.177 0.02
H -2.241 -4.271 -0.158 0.07
H -3.717 -1.609 0.349 0.05
H -4.342 -3.203 0.759 0.09
H -4.108 -2.772 -0.923 0.07
I -5.221 3.034 -4.321 0.93
C -3.639 3.846 -3.257 -0.72
C -3.461 5.217 -3.137 -0.11
C -2.377 5.676 -2.406 -0.04
C -1.521 4.753 -1.828 -0.15
N -1.682 3.433 -1.935 0.05
C -2.725 3.004 -2.641 -0.25
H -4.152 5.909 -3.601 0.11
H -2.199 6.736 -2.286 0.12
H -0.669 5.090 -1.245 0.11
H -2.852 1.928 -2.721 0.07
```

Properties
energy above the lowest of the compared OMol25 structures with the same formula, charge and spin: 0.000 eV
total charge: +2
LUMO energy: -7.027 eV
HOMO: -13.063 eV

Entry 2:
ORCA calculation (ωB97M-V/def2-TZVPD) on 2 unconnected molecules or ions with the total composition C31H33O7S2.

```
73
Properties=species:S:1:pos:R:3:lowdin_charge:R:1
C 3.228 -1.360 3.847 -0.08
C 2.582 -0.036 3.509 -0.20
O 1.268 -0.375 2.956 -0.11
C 0.327 0.547 2.534 -0.46
C -1.002 0.060 2.919 -0.11
C -2.151 0.930 2.826 -0.39
O -2.203 1.879 2.034 -0.02
C -3.378 0.697 3.771 -0.13
C -4.455 -0.263 3.289 -0.22
C -4.173 -1.755 3.450 -0.21
C -2.935 -2.290 2.716 -0.22
C -1.670 -2.348 3.553 -0.21
C -1.044 -1.016 3.951 -0.20
O 0.601 1.556 1.906 0.04
H 4.296 -1.298 3.646 0.06
H 3.088 -1.529 4.920 0.07
H 2.803 -2.201 3.284 0.08
H 2.433 0.570 4.417 0.12
H 3.154 0.541 2.775 0.09
H -3.061 0.419 4.787 0.10
H -3.881 1.675 3.837 0.11
H -5.363 -0.058 3.877 0.10
H -4.710 -0.041 2.244 0.11
H -4.100 -2.002 4.520 0.11
H -5.048 -2.289 3.047 0.10
H -3.149 -3.335 2.449 0.10
H -2.774 -1.751 1.776 0.11
H -1.880 -2.897 4.480 0.10
H -0.888 -2.894 3.010 0.11
H -0.003 -1.222 4.214 0.10
H -1.545 -0.648 4.860 0.09
C -3.074 3.425 -0.572 -0.06
C -3.203 2.037 -0.639 -0.07
C -2.456 1.311 -1.559 -0.06
C -1.546 1.991 -2.361 -0.30
S -0.423 1.002 -3.303 0.69
C 0.659 0.216 -2.117 -0.26
C 0.736 0.337 -0.750 0.02
C 2.095 0.260 -0.165 -0.24
C 2.698 -0.984 0.101 -0.05
C 4.029 -1.075 0.486 -0.09
C 4.822 0.075 0.585 -0.10
C 4.229 1.327 0.357 -0.09
C 2.881 1.410 0.025 -0.03
S 1.955 -0.688 -3.061 0.72
C 1.572 -0.792 -4.830 -0.29
C 0.893 -1.922 -5.292 -0.07
C 0.689 -2.099 -6.661 -0.08
C 1.208 -1.174 -7.571 -0.09
C 1.942 -0.076 -7.110 -0.07
C 2.151 0.105 -5.738 -0.06
O 3.150 0.118 -3.036 -0.30
O 1.963 -2.067 -2.614 -0.30
O -1.164 -0.044 -3.981 -0.30
O 0.402 1.919 -4.064 -0.30
C -1.502 3.388 -2.407 -0.05
C -2.274 4.106 -1.493 -0.07
H -3.603 3.965 0.212 0.11
H -3.864 1.493 0.032 0.10
H -2.547 0.229 -1.638 0.12
H -0.139 0.545 -0.167 0.11
H 2.065 -1.877 0.034 0.13
H 4.435 -2.069 0.689 0.11
H 5.872 0.007 0.882 0.10
H 4.826 2.241 0.416 0.10
H 2.392 2.380 -0.098 0.13
H 0.535 -2.653 -4.570 0.12
H 0.128 -2.973 -6.993 0.10
H 1.057 -1.318 -8.640 0.10
H 2.371 0.652 -7.802 0.10
H 2.762 0.928 -5.368 0.12
H -0.858 3.886 -3.132 0.11
H -2.231 5.195 -1.489 0.10
```

Properties
total charge: -1
LUMO energy: 2.482 eV
HOMO: -3.725 eV